The following is a DFT calculation (ωB97M-V with the def2-TZVPD basis set) of C35H49BGeMnN5O3S2 as an isolated structure at a distorted geometry.

* spin multiplicity: 2
* charge: +3
* Kohn-Sham gap (alpha / beta): 5.93 / 5.83 eV
* M: 790.30 g/mol
* LUMO energy (alpha / beta): -0.3705 / -0.3743 Eh
* <S²>: 0.830

```
97
C35H49BGeMnN5O3S2 (ωB97M-V with the def2-TZVPD basis set)
Ge -3.045 -2.557 -0.306
Mn 0.964 -0.435 -1.095
S -0.918 -1.418 0.258
S -2.369 0.298 2.447
O 4.102 -2.356 0.667
O 1.070 -3.549 -0.034
O 3.009 -0.470 0.001
N 0.359 1.116 -0.089
N -0.549 1.133 0.899
N -0.413 -0.037 -2.592
N 2.142 1.026 -1.979
N -2.817 0.599 -7.354
C -2.635 -1.340 3.178
C 4.339 -0.129 0.311
C 0.947 2.238 -0.346
C 3.876 2.006 -3.298
C 7.051 -0.120 0.914
C 9.008 -1.125 2.176
C -1.697 0.291 -5.053
C -1.285 1.391 -4.304
C 5.012 1.067 0.219
C 6.332 -1.314 1.024
C 1.950 2.226 -1.382
C -1.682 -4.666 -2.084
C -1.227 -6.128 -2.159
C -4.362 -1.249 -1.045
C 1.729 -2.547 -0.507
C 3.657 3.244 -2.713
C -2.319 0.460 -6.329
C 2.679 3.353 -1.735
C -2.374 -7.127 -2.266
C 4.994 -1.285 0.714
C 3.100 0.926 -2.899
C 9.158 -0.550 -0.252
C -4.409 -2.363 -3.351
C -4.541 -1.070 -2.546
C -1.510 -0.978 -4.509
C 1.770 -2.469 -1.991
C -0.646 1.185 -3.101
C 9.102 1.267 1.465
C -5.408 -3.443 -2.942
C 8.557 -0.119 1.114
C -2.454 -4.390 -0.799
C 6.368 1.041 0.520
C 1.152 -3.877 1.372
C -1.227 0.076 1.181
C -0.895 -1.087 -3.282
B 2.948 -1.837 0.211
H 1.048 -3.155 -2.427
H -5.320 -4.314 -3.590
H -1.450 2.397 -4.666
H -1.900 -2.048 2.806
H 9.001 1.974 0.640
H -4.548 -2.137 -4.410
H -5.247 -3.776 -1.912
H 6.795 -2.241 1.332
H -3.401 -4.938 -0.800
H 4.632 1.873 -4.058
H 10.245 -0.513 -0.192
H -3.645 -1.683 2.977
H 2.474 4.295 -1.242
H 10.163 1.194 1.695
H 8.830 0.121 -1.048
H 1.667 -3.100 1.937
H -1.850 -1.861 -5.031
H -3.823 -0.337 -2.916
H -0.787 -2.062 -2.822
H 10.084 -1.038 2.320
H 8.805 -2.158 1.894
H -0.318 2.039 -2.529
H 0.138 -4.004 1.739
H 2.762 -2.739 -2.364
H -3.386 -2.744 -3.215
H -0.608 -6.361 -1.287
H -1.881 -4.736 0.065
H 8.857 -1.569 -0.501
H 8.525 -0.927 3.136
H 6.910 1.972 0.448
H -3.479 -2.688 1.158
H 1.611 -1.414 -2.363
H -1.979 -8.130 -2.416
H -0.790 -4.030 -2.119
H -6.429 -3.071 -3.018
H 4.238 4.108 -3.006
H 0.683 3.133 0.207
H -2.985 -7.155 -1.362
H -3.021 -6.888 -3.112
H 4.531 1.990 -0.072
H 3.256 -0.046 -3.351
H -5.536 -0.649 -2.711
H -0.586 -6.238 -3.038
H -5.270 -1.657 -0.592
H 8.596 1.676 2.343
H 1.690 -4.819 1.464
H -4.157 -0.296 -0.554
H -2.298 -4.442 -2.958
H -2.510 -1.206 4.250
```